(1)
Below is an isolated molecule of C5H8N2S in a non-equilibrium geometry, with properties calculated with ωB97M-V/def2-TZVPD.

The geometry in ORCA input format:
```
! RIJCOSX wB97M-V def2-TZVPD def2/J DEFGRID3
* xyz 0 1
C -0.95638 1.83453 -1.46183
S 0.71505 1.33966 -1.12220
N 0.53516 0.51204 0.26488
N 0.35055 1.21989 1.42025
C 0.05126 0.28410 2.25655
C 0.17451 -1.04534 1.72391
C 0.48458 -0.79902 0.41767
C 0.66773 -1.65444 -0.80410
H -0.91527 2.88402 -2.10720
H -1.38815 0.95798 -2.18078
H -1.42599 1.90514 -0.36871
H -0.36802 0.44558 3.28847
H -0.07331 -2.10837 2.10744
H 1.63861 -1.64685 -1.34743
H 0.66838 -2.68956 -0.63067
H -0.15871 -1.43937 -1.45623
*
```

Results
**HOMO energy**: -8.86 eV
**Frontier orbital gap**: 9.67 eV
**Energy above the lowest of the compared OMol25 structures with the same formula, charge and spin**: 59.2 kcal per mole
**Structure (SMILES)**: CSn1nccc1C
**LUMO energy**: 0.800 eV

In the natural (NBO) picture, each atom carries the following charge in e: number 1, C, carries -0.824; number 2, S, carries 0.459; number 3, N, carries -0.376; number 4, N, carries -0.281; number 5, C, carries -0.018; number 6, C, carries -0.362; number 7, C, carries 0.179; number 8, C, carries -0.656; number 9, H, carries 0.252; number 10, H, carries 0.222; number 11, H, carries 0.266; number 12, H, carries 0.208; number 13, H, carries 0.239; number 14, H, carries 0.238; number 15, H, carries 0.228; number 16, H, carries 0.226



(2)
Below is a 11-piece molecular cluster, C53H97BrF7N3O12PS overall in a non-equilibrium geometry, with properties calculated with ωB97M-V/def2-TZVPD.

The geometry in ORCA input format:
```
! RIJCOSX wB97M-V def2-TZVPD def2/J DEFGRID3
* xyz 1 1
C 6.27092 -2.84708 0.94045
C 5.76072 -1.86998 -0.12619
C 4.24738 -1.62660 -0.09116
O 3.89698 -0.23046 -0.22647
C 3.65305 0.56375 0.89478
C 4.69376 0.47800 2.04623
Br 4.65584 2.18693 3.01564
C 4.47485 -0.62628 3.06761
C 5.63559 -0.68869 4.08721
C 3.61831 1.96816 0.27460
C 4.86036 2.65871 -0.30707
F 5.93708 1.91965 -0.01165
F 4.98943 3.85174 0.30497
C 4.93070 2.96184 -1.86946
F 4.52141 4.21771 -2.09621
F 6.22920 2.88540 -2.21148
C 4.19619 2.01878 -2.85675
F 2.87893 2.03600 -2.65939
F 4.65554 0.78215 -2.74365
F 4.44085 2.45770 -4.08462
N 2.44702 2.48797 0.25107
C 2.01677 3.81023 -0.21694
C 2.13842 4.92808 0.84944
C 2.95434 6.12698 0.35183
C 2.05882 7.14981 -0.35236
C 2.79141 8.46700 -0.58694
N 4.00722 8.24225 -1.36690
C 1.39144 1.54494 0.71630
N 0.92642 0.93257 -0.53559
C -0.02306 1.34811 -1.20081
S -1.18525 1.90340 -2.06147
P -0.06301 2.28870 1.64069
C 0.63247 2.76646 3.26865
C 0.91039 1.65154 4.30846
C -1.15418 0.86816 2.01053
C -2.52511 0.98273 1.32418
C 2.22356 0.47021 1.46711
O 1.62017 -0.78032 1.42757
H 5.47216 -3.43338 1.38890
H 6.74870 -2.29735 1.75510
H 7.03870 -3.50282 0.54181
H 6.27392 -0.91048 -0.07906
H 6.00484 -2.26739 -1.11095
H 3.79304 -2.08914 -0.96580
H 3.77152 -2.06694 0.78140
H 5.70429 0.40348 1.66367
H 4.42072 -1.59246 2.57668
H 3.55976 -0.45009 3.63014
H 6.52689 -0.17473 3.73170
H 5.87553 -1.71748 4.34020
H 5.35279 -0.18551 5.00824
H 0.97381 3.70274 -0.50533
H 2.56229 4.10670 -1.10481
H 2.63241 4.50711 1.72459
H 1.13666 5.25678 1.11544
H 3.42538 6.60499 1.21427
H 3.75110 5.84648 -0.32771
H 1.81980 6.73933 -1.34020
H 1.14031 7.32172 0.20568
H 3.09736 8.86099 0.38401
H 2.12481 9.19632 -1.05678
H 4.64540 9.02023 -1.30537
H 3.80313 8.04392 -2.33609
H -0.13821 3.43027 3.66272
H 1.51765 3.38296 3.14457
H 0.66848 0.65819 3.93586
H 1.97686 1.63257 4.54048
H 0.39389 1.84076 5.24434
H -0.69740 -0.08123 1.73045
H -1.28385 0.80556 3.09138
H -3.25948 0.39290 1.86732
H -2.48011 0.57198 0.31775
H -2.85505 2.01489 1.23315
H 2.22982 0.77814 2.50987
H 1.67923 -1.12368 0.52567
C 9.28977 -0.33182 8.13203
C 8.82398 -0.22837 6.70365
O 7.65221 -0.09528 6.42603
C 9.88340 -0.30012 5.63194
H 8.43104 -0.26709 8.79598
H 9.79450 -1.28632 8.29213
H 9.98283 0.47866 8.36270
H 10.41717 -1.24936 5.69792
H 10.60324 0.50949 5.76051
H 9.41892 -0.21550 4.65204
C 6.68588 -4.77955 9.98907
C 7.36216 -4.19880 8.77148
O 8.56203 -4.23123 8.63242
C 6.46728 -3.57090 7.72803
H 7.43391 -5.19730 10.65787
H 6.12513 -4.00329 10.51227
H 5.98777 -5.56379 9.69207
H 5.90672 -2.74256 8.16404
H 5.76967 -4.31425 7.33854
H 7.08177 -3.19477 6.91307
C -6.36490 1.99738 -3.34716
C -5.33220 2.62860 -2.45173
O -5.26875 2.38779 -1.26757
C -4.35360 3.58295 -3.10028
H -6.99836 1.33061 -2.76992
H -6.97694 2.77154 -3.81439
H -5.87470 1.42124 -4.13391
H -4.87864 4.42303 -3.55668
H -3.78684 3.06551 -3.87765
H -3.66853 3.96301 -2.34410
C -0.29296 7.82920 -4.05718
C -0.77300 6.44385 -3.69939
O -0.83094 6.07002 -2.55015
C -1.17870 5.55021 -4.84553
H -0.03398 8.37203 -3.15094
H 0.58118 7.76707 -4.70781
H -1.07479 8.37118 -4.59088
H -0.33693 5.40386 -5.52435
H -1.99299 6.00874 -5.40839
H -1.50489 4.58681 -4.46032
C 7.12546 4.05901 -5.14604
C 7.97071 4.21483 -6.39060
O 7.48933 4.58228 -7.43432
C 9.43852 3.88788 -6.25841
H 6.09573 4.32193 -5.37705
H 7.16435 3.02686 -4.79493
H 7.49727 4.71174 -4.35423
H 9.56561 2.85033 -5.94496
H 9.90039 4.53098 -5.50749
H 9.93246 4.03833 -7.21475
C -6.93342 -3.36287 -3.34950
C -6.87089 -2.09297 -2.54652
O -7.38607 -1.06476 -2.92535
C -6.13085 -2.15617 -1.23099
H -7.48667 -3.19059 -4.26980
H -5.92414 -3.69999 -3.59294
H -7.42528 -4.15439 -2.78003
H -5.09429 -2.45238 -1.40149
H -6.59413 -2.89836 -0.57905
H -6.15500 -1.18085 -0.74919
C 2.45783 -6.38231 2.43614
C 3.13976 -5.77593 1.23507
O 4.34266 -5.77528 1.11716
C 2.24120 -5.16800 0.18200
H 3.20507 -6.78431 3.11545
H 1.86542 -5.62564 2.95377
H 1.78708 -7.18334 2.12204
H 1.63949 -4.36856 0.62041
H 1.56234 -5.92334 -0.21560
H 2.84709 -4.76930 -0.62909
C -10.26932 -6.68699 -0.49829
C -9.80716 -6.47685 -1.91843
O -8.64557 -6.26397 -2.18689
C -10.86852 -6.55642 -2.98406
H -9.42166 -6.61196 0.17911
H -11.01402 -5.93410 -0.23333
H -10.72995 -7.67232 -0.40712
H -11.63388 -5.79832 -2.80820
H -11.33626 -7.54191 -2.95206
H -10.42073 -6.39521 -3.96193
C -10.01698 0.63344 -3.87922
C -11.08666 0.17156 -4.83913
O -10.82366 -0.48432 -5.81891
C -12.50810 0.56994 -4.51376
H -9.04574 0.28233 -4.21421
H -10.01453 1.72427 -3.82437
H -10.20904 0.23523 -2.88176
H -12.59378 1.65718 -4.47800
H -12.79468 0.17306 -3.53848
H -13.18035 0.18004 -5.27401
C -13.92008 -9.75275 0.16720
C -13.50252 -9.56111 -1.26980
O -12.35335 -9.33203 -1.57164
C -14.58737 -9.67036 -2.31194
H -13.05465 -9.65206 0.81754
H -14.66897 -9.00816 0.44166
H -14.35881 -10.74264 0.30038
H -15.36037 -8.92276 -2.12716
H -15.05015 -10.65732 -2.26813
H -14.16324 -9.51499 -3.30076
*
```

Results
**HOMO energy**: -10.35 eV
**Frontier orbital gap**: 6.52 eV
**LUMO energy**: -3.822 eV

Results of the Löwdin charge analysis, in e, for atoms 1 through 99: number 1, C, carries -0.075; number 2, C, carries -0.188; number 3, C, carries -0.155; number 4, O, carries -0.058; number 5, C, carries -0.371; number 6, C, carries -0.524; number 7, Br, carries 0.935; number 8, C, carries -0.261; number 9, C, carries -0.110; number 10, C, carries -0.013; number 11, C, carries -0.349; number 12, F, carries 0.148; number 13, F, carries 0.133; number 14, C, carries -0.326; number 15, F, carries 0.155; number 16, F, carries 0.163; number 17, C, carries -0.557; number 18, F, carries 0.185; number 19, F, carries 0.205; number 20, F, carries 0.198; number 21, N, carries 0.094; number 22, C, carries -0.095; number 23, C, carries -0.148; number 24, C, carries -0.207; number 25, C, carries -0.202; number 26, C, carries -0.287; number 27, N, carries 0.000; number 28, C, carries -0.434; number 29, N, carries 0.101; number 30, C, carries -0.773; number 31, S, carries 0.857; number 32, P, carries 1.079; number 33, C, carries -0.382; number 34, C, carries -0.140; number 35, C, carries -0.387; number 36, C, carries -0.153; number 37, C, carries -0.283; number 38, O, carries 0.030; number 39, H, carries 0.056; number 40, H, carries 0.066; number 41, H, carries 0.081; number 42, H, carries 0.103; number 43, H, carries 0.110; number 44, H, carries 0.130; number 45, H, carries 0.101; number 46, H, carries 0.090; number 47, H, carries 0.092; number 48, H, carries 0.106; number 49, H, carries 0.066; number 50, H, carries 0.077; number 51, H, carries 0.063; number 52, H, carries 0.099; number 53, H, carries 0.117; number 54, H, carries 0.086; number 55, H, carries 0.111; number 56, H, carries 0.122; number 57, H, carries 0.081; number 58, H, carries 0.104; number 59, H, carries 0.117; number 60, H, carries 0.112; number 61, H, carries 0.102; number 62, H, carries 0.067; number 63, H, carries 0.067; number 64, H, carries 0.077; number 65, H, carries 0.043; number 66, H, carries 0.056; number 67, H, carries 0.043; number 68, H, carries 0.079; number 69, H, carries 0.075; number 70, H, carries 0.078; number 71, H, carries 0.075; number 72, H, carries 0.041; number 73, H, carries 0.064; number 74, H, carries 0.092; number 75, H, carries 0.105; number 76, C, carries -0.017; number 77, C, carries -0.497; number 78, O, carries 0.048; number 79, C, carries -0.017; number 80, H, carries 0.082; number 81, H, carries 0.087; number 82, H, carries 0.087; number 83, H, carries 0.090; number 84, H, carries 0.087; number 85, H, carries 0.074; number 86, C, carries -0.023; number 87, C, carries -0.506; number 88, O, carries 0.065; number 89, C, carries -0.025; number 90, H, carries 0.083; number 91, H, carries 0.085; number 92, H, carries 0.085; number 93, H, carries 0.087; number 94, H, carries 0.083; number 95, H, carries 0.071; number 96, C, carries -0.023; number 97, C, carries -0.501; number 98, O, carries 0.060; number 99, C, carries -0.046



(3)
Below is a 2-piece molecular cluster, C4H11NO3 overall in a non-equilibrium geometry, with properties calculated with ωB97M-V/def2-TZVPD.

The geometry in ORCA input format:
```
! RIJCOSX wB97M-V def2-TZVPD def2/J DEFGRID3
* xyz -1 2
C 0.71009 0.25821 -0.93707
O 1.75640 -0.59878 -1.16281
C -0.10337 -0.15628 0.34886
C -1.59959 0.01842 0.17190
C -2.30600 0.53183 1.49036
O -3.56289 0.94671 1.29176
N 0.23914 -1.51199 0.75796
H 0.04221 0.30069 -1.82078
H 1.08700 1.28620 -0.76891
H 0.22418 0.53940 1.13363
H -2.09025 -0.91175 -0.11687
H -1.84250 0.76708 -0.58567
H -2.45487 -0.42523 2.04973
H -1.62778 1.17871 2.05794
H -0.45377 -2.15103 0.39489
H 1.14323 -1.67706 0.30916
H 4.09862 0.98718 -1.09140
H 2.94719 0.00696 -1.60481
O 3.79297 0.61074 -1.91787
*
```

Results
**HOMO energy (spin up / spin down)**: -3.84 / -3.84 eV
**⟨S²⟩**: 0.755
**Frontier orbital gap (spin up / spin down)**: 7.36 / 5.27 eV
**Energy above the lowest of the compared OMol25 structures with the same formula, charge and spin**: 19.5 kcal per mole
**LUMO energy (spin up / spin down)**: 3.519 / 1.436 eV

In the natural (NBO) picture, each atom carries the following charge in e: number 1, C, carries -0.035; number 2, O, carries -0.922; number 3, C, carries -0.089; number 4, C, carries -0.393; number 5, C, carries -0.111; number 6, O, carries -0.336; number 7, N, carries -0.873; number 8, H, carries 0.101; number 9, H, carries 0.119; number 10, H, carries 0.152; number 11, H, carries 0.194; number 12, H, carries 0.207; number 13, H, carries 0.229; number 14, H, carries 0.150; number 15, H, carries 0.329; number 16, H, carries 0.410; number 17, H, carries 0.429; number 18, H, carries 0.504; number 19, O, carries -1.066